1.
Entry from OMol25: one molecule with the formula C19H22Cl2N2O4S2 at a distorted geometry (ωB97M-V/def2-TZVPD).

Cartesian coordinates (Å):
C -1.99 -1.95 2.36
H -1.97 -2.87 2.95
H -1.09 -1.91 1.75
C -3.25 -1.95 1.49
N -3.35 -0.80 0.63
S -3.44 -0.99 -1.01
O -3.56 -2.38 -1.31
O -4.43 -0.08 -1.54
C -1.83 -0.42 -1.57
C -1.72 0.72 -2.32
C -0.46 1.18 -2.70
C 0.67 0.49 -2.31
C 0.54 -0.69 -1.54
C -0.72 -1.14 -1.18
H -0.84 -2.05 -0.61
N 1.72 -1.33 -1.15
C 1.90 -2.15 -0.09
O 1.02 -2.63 0.59
C 3.37 -2.44 0.21
H 3.76 -3.15 -0.52
H 3.46 -2.88 1.20
S 4.43 -0.97 0.05
C 3.43 0.28 0.81
C 2.51 -0.01 1.82
C 1.71 1.00 2.32
C 1.82 2.30 1.85
C 2.76 2.60 0.88
C 3.56 1.59 0.36
Cl 4.74 1.96 -0.83
H 2.87 3.60 0.51
H 1.18 3.08 2.24
Cl 0.58 0.63 3.57
H 2.42 -1.00 2.22
H 2.55 -0.94 -1.60
O 1.95 0.85 -2.59
C 2.17 2.01 -3.36
H 1.73 1.92 -4.35
H 1.78 2.90 -2.86
H 3.25 2.10 -3.45
H -0.38 2.07 -3.29
H -2.61 1.25 -2.61
C -3.65 0.50 1.16
C -2.41 1.40 1.28
H -1.98 1.57 0.29
H -2.69 2.35 1.71
H -1.66 0.93 1.90
H -4.37 0.97 0.49
H -4.11 0.38 2.14
H -4.14 -2.00 2.14
H -3.25 -2.82 0.83
H -1.99 -1.11 3.05

ΔE to the lowest compared entry with this formula, charge and spin ... 0.0 kcal per mole
Charge ... 0
2S+1 ... 1
SMILES ... CCN(CC)S(=O)(=O)c1ccc(OC)c(NC(=O)CSc2cc(Cl)ccc2Cl)c1
Highest occupied orbital energy ... -8.64 eV

Which charges does natural (NBO) predict for the atoms? In e, they are: C -0.62; H 0.21; H 0.23; C -0.21; N -0.71; S 2.35; O -0.94; O -0.95; C -0.34; C -0.18; C -0.30; C 0.29; C 0.17; C -0.22; H 0.26; N -0.64; C 0.68; O -0.60; C -0.63; H 0.26; H 0.25; S 0.27; C -0.09; C -0.29; C -0.02; C -0.23; C -0.20; C -0.10; Cl 0.03; H 0.23; H 0.24; Cl 0.02; H 0.25; H 0.43; O -0.51; C -0.25; H 0.18; H 0.18; H 0.21; H 0.23; H 0.25; C -0.22; C -0.62; H 0.21; H 0.21; H 0.21; H 0.23; H 0.20; H 0.18; H 0.24; H 0.20

***

2.
Entry from OMol25: an isolated ion of composition C2H8N5 and charge +1 at a distorted geometry (ωB97M-V/def2-TZVPD).

Cartesian coordinates (Å):
C 0.13 -0.33 -0.06
C 1.60 -0.41 0.11
N -0.45 0.71 -0.53
N -1.77 0.94 -0.57
N -2.14 -0.98 0.48
N -2.53 0.08 -0.05
N 2.21 0.95 0.17
H -0.24 -1.38 -0.01
H 2.12 -0.98 -0.63
H 1.67 -0.96 1.07
H -2.90 -1.62 0.76
H -3.59 0.51 -0.04
H 3.02 1.07 0.89
H 0.07 1.47 -0.91
H 2.79 0.92 -0.69

ΔE to the lowest compared entry with this formula, charge and spin ... 117.1 kcal per mole
Charge ... +1
2S+1 ... 1
Highest occupied orbital energy (alpha / beta) ... -14.05 / -14.05 eV

Which charges does natural (NBO) predict for the atoms? In e, they are: C 0.21; C -0.32; N -0.29; N -0.12; N -0.48; N 0.01; N -0.86; H 0.29; H 0.25; H 0.24; H 0.39; H 0.44; H 0.40; H 0.46; H 0.37

***

3.
Entry from OMol25: a 3-piece molecular cluster, C3H13NO2S overall at a distorted geometry (ωB97M-V/def2-TZVPD).

Cartesian coordinates (Å):
C 1.49 -0.25 1.36
C 1.20 0.64 0.13
C 1.81 0.05 -1.15
S 0.77 0.34 -2.63
N 0.21 -0.87 1.78
H 1.79 0.31 2.25
H 2.29 -0.97 1.12
H 0.13 0.77 0.02
H 1.70 1.60 0.23
H 1.96 -1.03 -1.18
H 2.80 0.47 -1.31
H -0.06 1.30 -2.19
H 0.30 -1.38 2.65
H -0.30 -1.49 1.16
H -3.10 -0.78 1.34
H -3.51 -1.09 -0.09
O -3.39 -1.49 0.76
H -0.92 0.74 1.79
H -1.63 2.03 1.25
O -1.77 1.21 1.74

ΔE to the lowest compared entry with this formula, charge and spin ... 11.6 kcal per mole
Charge ... 0
2S+1 ... 1
SMILES ... NCCCS.O.O
Highest occupied orbital energy ... -9.18 eV

Which charges does natural (NBO) predict for the atoms? In e, they are: C -0.21; C -0.44; C -0.50; S -0.05; N -0.88; H 0.20; H 0.17; H 0.22; H 0.22; H 0.22; H 0.21; H 0.12; H 0.37; H 0.38; H 0.49; H 0.47; O -0.96; H 0.49; H 0.47; O -0.98

***

> What is the 2S+1 in the second record?

1

***

> Look up the ΔE to the lowest compared entry with this formula, charge and spin of the second one.

117.1 kcal per mole

***

> Among the records above, which one has the highest charge?

C2H8N5